Record 1
{
  "formula": "C3H3Br2NS",
  "method": "the ωB97M-V functional and the def2-TZVPD basis",
  "largest_force_ev_per_a": 2.82,
  "charge": 0,
  "orbital_gap_ha": [0.275, 0.275],
  "lumo_energy_ev": [-0.533, -0.530],
  "symbols": ["C", "C", "C", "N", "S", "Br", "Br", "H", "H", "H"],
  "coordinates": [[0.8521, 0.6490, -1.0447], [-0.4656, -1.2851, -0.7115], [-0.1091, 0.6726, 1.4567], [0.2246, -0.3362, -1.3066], [-0.7980, -0.8209, 1.3279], [1.5862, 0.8710, 2.3692], [-1.0709, 2.3409, 1.1835], [1.3195, 1.4594, -1.7076], [-1.5113, -1.1998, -0.8488], [-0.0274, -2.3510, -0.7180]]
}

Record 2
{
  "formula": "C3H3Br2NS",
  "method": "the ωB97M-V functional and the def2-TZVPD basis",
  "largest_force_ev_per_a": 4.28,
  "charge": 0,
  "orbital_gap_ha": [0.256, 0.252],
  "lumo_energy_ev": [-1.666, -1.553],
  "symbols": ["Br", "C", "C", "N", "Br", "C", "S", "H", "H", "H"],
  "coordinates": [[3.2010, 0.4314, -0.2082], [1.3778, 0.2490, 0.1040], [0.3363, 0.5232, -0.7871], [-0.9012, 0.1162, -0.4639], [-2.0986, 1.9506, 0.0693], [-0.8170, -0.9035, 0.4760], [0.7310, -0.6863, 1.4497], [0.7041, 0.9900, -1.5868], [-1.7655, -0.7896, 1.0299], [-0.7678, -1.8808, -0.0827]]
}

Record 3
{
  "formula": "C3H3Br9",
  "method": "the ωB97M-V functional and the def2-TZVPD basis",
  "largest_force_ev_per_a": 1.99,
  "charge": 1,
  "orbital_gap_ha": [0.289, 0.104],
  "s2": 0.7564,
  "spin_multiplicity": 2,
  "lumo_energy_ev": [-4.897, -9.934],
  "symbols": ["C", "Br", "Br", "Br", "H", "C", "Br", "Br", "Br", "H", "C", "Br", "Br", "Br", "H"],
  "coordinates": [[-7.7013, 16.3342, -8.1890], [-8.1967, 17.7229, -9.5576], [-7.8742, 14.4053, -8.7581], [-8.6850, 16.5925, -6.4509], [-6.6813, 16.5083, -7.8462], [-4.4517, 16.6544, -5.2863], [-4.6178, 15.1278, -6.5265], [-4.6780, 18.4473, -6.1607], [-2.6636, 16.5056, -4.4056], [-5.2173, 16.5564, -4.5166], [-4.5031, 17.7199, -0.8353], [-5.2012, 16.2434, -1.9483], [-4.4194, 19.3247, -2.0470], [-2.8163, 17.1731, -0.0042], [-5.3492, 17.8200, -0.1555]]
}

Record 4
{
  "formula": "C3H3BrCl2",
  "method": "the ωB97M-V functional and the def2-TZVPD basis",
  "largest_force_ev_per_a": 4.45,
  "charge": 0,
  "orbital_gap_ha": 0.352,
  "lumo_energy_ev": -0.714,
  "symbols": ["Cl", "C", "C", "C", "Cl", "Br", "H", "H", "H"],
  "coordinates": [[1.4645, -0.9353, 1.4812], [0.8844, 0.2126, 0.3747], [0.0888, -0.3947, -0.8318], [-0.5753, 0.1632, 0.3286], [-1.7227, -0.7878, 1.1837], [-1.5630, 2.1291, -0.2673], [1.4320, 1.1747, 0.4424], [-0.0486, -0.0997, -1.8841], [0.0398, -1.4621, -0.8275]]
}